# 1
# C14H14N2O4

C14H14N2O4 in the gas phase at a distorted geometry (the ωB97M-V functional and the def2-TZVPD basis, the OMol25 dataset).

Structure (ORCA input):
```
! RIJCOSX wB97M-V def2-TZVPD def2/J DEFGRID3
* xyz 0 1
C -4.3610 0.0108 1.3291
C -3.6980 0.6107 0.0974
H -4.3240 0.4841 -0.7886
H -3.4909 1.6731 0.2615
O -2.4747 -0.0563 -0.2181
C -1.3859 0.3402 0.4620
O -1.4103 1.2221 1.2879
C -0.1554 -0.3852 0.1021
C -0.0952 -1.4594 -0.7018
O 1.0788 -2.1152 -0.9558
C 2.1767 -1.8273 -0.2027
C 2.2302 -0.7755 0.6442
C 3.3734 -0.5420 1.4133
N 4.3197 -0.3482 2.0378
C 1.0919 0.2212 0.7074
C 1.4783 1.4680 -0.0377
C 1.2410 1.7717 -1.3455
O 1.7720 2.9655 -1.6618
C 2.3654 3.4364 -0.5520
C 2.2218 2.5638 0.4787
H 2.5910 2.6673 1.4777
H 2.8485 4.3906 -0.6216
H 0.7164 1.2462 -2.1192
H 0.8901 0.5001 1.7483
N 3.1497 -2.7759 -0.3423
H 3.0857 -3.3690 -1.1525
H 4.0710 -2.5387 -0.0150
C -1.2233 -2.1225 -1.4214
H -0.8402 -2.9926 -1.9488
H -1.6786 -1.4370 -2.1317
H -1.9953 -2.4308 -0.7213
H -5.3130 0.5028 1.5059
H -4.5317 -1.0538 1.1866
H -3.7238 0.1548 2.1980
*
```

The LUMO energy comes out at 0.01920 Ha. The SMILES is CCOC(=O)C1=C(C)OC(N)=C(C#N)[C@H]1c1ccoc1. The value obtained for the HOMO energy is -8.417 eV. The calculation puts the HOMO-LUMO gap at 8.94 eV.

=====

# 2
# C9H41NO10

11 unconnected molecules or ions with the total composition C9H41NO10 at a distorted geometry (the ωB97M-V functional and the def2-TZVPD basis, the OMol25 dataset).

Structure (ORCA input):
```
! RIJCOSX wB97M-V def2-TZVPD def2/J DEFGRID3
* xyz 0 1
N 38.3755 -3.9127 -38.0585
H 38.0595 -2.9441 -38.1991
H 38.6622 -3.9473 -37.0538
H 39.2958 -4.0532 -38.6920
H 37.6403 -4.5676 -38.4040
O 40.6532 -3.9672 -39.6180
H 40.5928 -3.0888 -39.9803
C 38.3187 -8.6292 -36.5711
O 38.9199 -7.3493 -36.3781
H 37.2631 -8.5067 -36.8352
H 38.9020 -9.1952 -37.2998
H 38.3685 -9.1799 -35.6297
H 39.2078 -7.0180 -37.2569
C 40.2259 -7.6223 -39.7315
O 39.7516 -6.4883 -38.9882
H 40.1795 -7.4401 -40.8126
H 41.2759 -7.8441 -39.5009
H 39.6079 -8.4800 -39.4812
H 40.1590 -5.6719 -39.3755
C 37.9337 -0.1394 -38.8549
O 38.4658 -1.0235 -37.8869
H 38.6455 0.6606 -39.0959
H 37.7095 -0.7030 -39.7527
H 37.0377 0.3807 -38.4882
H 38.8064 -0.4530 -37.1885
C 34.7902 -4.7278 -38.6184
O 35.9937 -5.5080 -38.6409
H 34.9634 -3.8510 -37.9962
H 34.4867 -4.3825 -39.6137
H 33.9501 -5.2939 -38.1962
H 35.8130 -6.3383 -39.0953
C 40.1143 -3.2898 -34.9535
O 38.7464 -3.6837 -35.1837
H 40.5522 -3.8279 -34.1100
H 40.7287 -3.4660 -35.8377
H 40.1959 -2.2078 -34.7408
H 38.3247 -3.8470 -34.3388
C 36.1591 -6.0605 -35.3004
O 35.3433 -5.1754 -34.5652
H 37.0240 -6.3350 -34.6947
H 35.6632 -7.0264 -35.5013
H 36.5596 -5.7217 -36.2603
H 34.6669 -4.8362 -35.1648
C 38.1520 -4.9771 -42.0386
O 38.6071 -3.7067 -41.6126
H 38.2477 -5.7322 -41.2416
H 37.1109 -4.8960 -42.3431
H 38.7337 -5.3536 -42.8964
H 39.4206 -3.8323 -41.0423
C 35.8769 -0.9650 -35.9434
O 34.6547 -0.2260 -36.1510
H 36.7430 -0.2992 -35.8490
H 35.8196 -1.5436 -35.0097
H 36.0022 -1.6245 -36.7894
H 34.4747 0.3466 -35.4055
C 42.4754 -1.3738 -38.0312
O 42.8491 -2.6648 -38.4091
H 41.6166 -1.3812 -37.3431
H 43.3253 -0.8838 -37.5545
H 42.2116 -0.7319 -38.8929
H 42.0627 -3.1226 -38.8488
*
```

The LUMO energy comes out at 0.00809 Ha. The value obtained for the HOMO energy is -9.159 eV. The calculation puts the HOMO-LUMO gap at 9.38 eV.

=====

# 3
# C21H20F3NO2PbS3

A molecular structure, C21H20F3NO2PbS3 at a distorted geometry (the ωB97M-V functional and the def2-TZVPD basis, the OMol25 dataset).

Structure (ORCA input):
```
! RIJCOSX wB97M-V def2-TZVPD def2/J DEFGRID3
* xyz 2 1
Pb 2.8295 0.1659 -1.2849
C 5.7911 -1.1896 0.5542
C 6.3309 -0.0043 -0.2289
S 5.2695 1.4593 -0.4732
C 4.8846 2.1210 1.1819
C 3.9749 1.3071 2.0853
S 2.3579 0.8398 1.3376
C 2.1329 -0.8665 1.9439
C 3.2527 -1.8727 1.7148
S 4.1249 -1.8531 0.0890
H 5.7681 -0.9842 1.6207
H 6.4609 -2.0347 0.3938
H 6.5897 -0.2878 -1.2498
H 7.2442 0.3438 0.2554
H 4.4370 3.0891 0.9520
H 5.8323 2.3099 1.6873
H 3.7216 1.9225 2.9492
H 4.4467 0.3970 2.4433
H 1.2152 -1.1819 1.4486
H 1.9318 -0.7995 3.0136
H 2.8247 -2.8731 1.7806
H 4.0332 -1.8068 2.4693
O -0.8164 3.0098 -1.9801
C -0.8032 2.1317 -1.1995
O -0.5025 1.7615 0.0233
C -0.4296 -0.5196 -1.3530
C -1.7768 -1.1467 -1.6431
C -1.7598 -2.5865 -1.2339
C -0.5672 -3.2107 -1.0980
C 0.6581 -2.4965 -1.1265
N 0.6993 -1.1417 -1.0961
H -2.0988 -1.1135 -2.6994
H -2.7031 -3.1104 -1.1458
H -0.5264 -4.2767 -0.9169
H 1.6052 -3.0199 -1.0750
F -8.5074 0.7517 0.3025
C -7.7750 1.7699 -0.1791
F -8.3231 2.1460 -1.3453
F -7.8742 2.7949 0.6759
C -6.3421 1.3447 -0.3784
C -5.2941 2.1015 0.1359
C -3.9949 1.6945 -0.0698
C -3.7178 0.5045 -0.7811
C -4.8015 -0.2434 -1.2979
C -6.0942 0.1796 -1.1038
C -2.4034 0.0309 -0.8988
C -1.0839 0.6898 -0.8635
H -5.5107 2.9984 0.6987
H -3.1835 2.2831 0.3406
H -4.6036 -1.1417 -1.8699
H -6.9239 -0.3865 -1.5061
*
```

The LUMO energy (spin up / spin down) comes out at -0.25624 / -0.26505 Ha. The value obtained for the HOMO energy (spin up / spin down) is -13.538 / -12.543 eV. The calculation puts the HOMO-LUMO gap (spin up / spin down) at 6.57 / 5.33 eV.

=====

# 4
# C3H4F5OP

2 unconnected molecules or ions with the total composition C3H4F5OP at a distorted geometry (the ωB97M-V functional and the def2-TZVPD basis, the OMol25 dataset).

Structure (ORCA input):
```
! RIJCOSX wB97M-V def2-TZVPD def2/J DEFGRID3
* xyz 0 1
C -3.1623 -0.0550 -0.3559
C -1.5795 0.4897 1.2589
C 4.5953 0.2290 -0.1209
O -2.6632 0.0466 0.8259
F -0.5786 0.6969 0.3124
F -1.2106 -0.0818 2.3888
F 4.4006 1.5704 -0.3744
F 5.5230 -0.1721 -0.9521
F 5.0707 0.1947 1.1036
P 2.9468 -0.6030 -0.2219
H -4.2085 -0.3961 -0.3359
H -2.7094 0.4367 -1.3366
H 2.1585 0.6258 -0.5019
H 2.8048 -0.4977 1.0566
*
```

The LUMO energy (spin up / spin down) comes out at 0.00411 / 0.00383 Ha. The value obtained for the HOMO energy (spin up / spin down) is -8.488 / -8.653 eV. The calculation puts the HOMO-LUMO gap (spin up / spin down) at 8.60 / 8.76 eV.

=====

# 5
# C3H6N

A gas-phase ion, C3H6N (charge +1) at a distorted geometry (the ωB97M-V functional and the def2-TZVPD basis, the OMol25 dataset).

Structure (ORCA input):
```
! RIJCOSX wB97M-V def2-TZVPD def2/J DEFGRID3
* xyz 1 1
C -1.5858 0.6301 -1.7005
C -0.6620 0.3930 -0.9858
C 0.7583 0.1894 -0.1806
N 0.4534 -0.4971 1.1538
H -2.6247 0.8211 -1.9827
H 1.2221 1.2030 0.0483
H 1.4328 -0.3838 -0.7413
H 0.0115 -1.5545 1.0682
H -0.2326 0.0655 1.5356
H 1.2270 -0.8667 1.7849
*
```

The LUMO energy comes out at -0.16042 Ha. The SMILES is C#CC[NH3+]. The value obtained for the HOMO energy is -15.073 eV. The calculation puts the HOMO-LUMO gap at 10.71 eV.

=====

# 6
# C24H47BN3O7S4

3 unconnected molecules or ions with the total composition C24H47BN3O7S4 at a distorted geometry (the ωB97M-V functional and the def2-TZVPD basis, the OMol25 dataset).

Structure (ORCA input):
```
! RIJCOSX wB97M-V def2-TZVPD def2/J DEFGRID3
* xyz 1 1
C 0.0251 -4.4253 1.1427
C -1.3055 -4.4507 0.3953
C -1.9595 -3.0641 0.3217
O -1.9230 -2.4724 -0.9831
C -0.6671 -2.1676 -1.4414
N -0.0719 -1.0263 -0.7100
C -0.7942 -0.0667 -0.0498
C 0.0891 0.8212 0.5177
C -0.1619 2.0320 1.3500
C -0.9812 1.7923 2.6248
C -2.3337 1.1168 2.4520
S -3.3542 1.9711 1.2424
C -4.9728 1.3414 1.5653
S -5.4006 0.7076 2.9973
N -5.8242 1.5205 0.4525
C -6.6897 0.3528 0.1979
C -6.7722 0.0423 -1.3064
C -6.6217 2.7454 0.6971
C -7.3125 3.2354 -0.5679
N 1.3501 0.3689 0.1516
B 2.6719 1.0223 0.5046
O 3.4225 0.3606 1.4207
O 2.9720 2.2173 -0.0576
C 3.9366 2.1492 -1.1292
C 1.2161 -0.7466 -0.5752
H 0.5561 -5.3645 1.0050
H 0.6832 -3.6454 0.7594
H -0.1141 -4.2733 2.2089
H -1.1629 -4.8134 -0.6202
H -1.9899 -5.1067 0.9239
H -1.4791 -2.4059 1.0517
H -3.0089 -3.1060 0.5906
H 0.0452 -2.9889 -1.4005
H -0.7539 -1.8750 -2.4794
H -1.8666 -0.0747 -0.0356
H 0.8082 2.4135 1.6750
H -0.6122 2.8169 0.7473
H -0.4189 1.2002 3.3445
H -1.1534 2.7640 3.0823
H -2.2336 0.0638 2.1979
H -2.8566 1.1418 3.4037
H -7.6843 0.5022 0.6173
H -6.2870 -0.5258 0.6874
H -7.7736 -0.2495 -1.6057
H -6.0631 -0.7475 -1.5387
H -6.4750 0.9013 -1.8980
H -7.3443 2.5708 1.4984
H -5.9504 3.5279 1.0467
H -6.6410 3.1377 -1.4129
H -8.2126 2.6525 -0.7545
H -7.6296 4.2655 -0.4398
H 4.3464 0.2717 1.1599
H 3.6248 1.4439 -1.9000
H 4.0259 3.1303 -1.5727
H 4.9002 1.8263 -0.7375
H 2.0177 -1.3187 -1.0052
C 4.4766 2.6770 3.8060
C 5.6783 3.4446 3.2347
C 6.2696 4.2848 4.3734
S 5.8860 3.4056 5.8973
O 4.9820 4.2085 6.6762
O 7.0928 2.8718 6.4666
C 4.9510 2.0841 5.1287
H 4.1289 1.9022 3.1257
H 3.6488 3.3678 3.9835
H 6.4267 2.7345 2.8747
H 5.3925 4.0747 2.3930
H 7.3482 4.3919 4.2975
H 5.8042 5.2660 4.4371
H 4.1436 1.7855 5.7926
H 5.6335 1.2494 4.9703
C 0.8108 -3.9671 -6.5307
C 2.0134 -3.1878 -7.0808
C 2.5416 -2.2992 -5.9462
S 2.1277 -3.1494 -4.4189
O 1.1795 -2.3407 -3.6740
O 3.3226 -3.6235 -3.7721
C 1.2511 -4.5116 -5.1748
H 0.5074 -4.7699 -7.1993
H -0.0409 -3.2954 -6.4039
H 2.7904 -3.8870 -7.3930
H 1.7436 -2.5901 -7.9489
H 3.6196 -2.1664 -5.9852
H 2.0490 -1.3288 -5.9277
H 0.4268 -4.8123 -4.5319
H 1.9605 -5.3311 -5.2828
*
```

The LUMO energy comes out at -0.08837 Ha. The value obtained for the HOMO energy is -10.717 eV. The calculation puts the HOMO-LUMO gap at 8.31 eV.

=====

# 7
# C3H13NO3

3 unconnected molecules or ions with the total composition C3H13NO3 at a distorted geometry (the ωB97M-V functional and the def2-TZVPD basis, the OMol25 dataset).

Structure (ORCA input):
```
! RIJCOSX wB97M-V def2-TZVPD def2/J DEFGRID3
* xyz 0 1
C -0.2622 -0.6653 -1.9966
C 0.4972 -1.3920 -0.8924
C -0.3165 -1.2502 0.3867
O 0.0232 -2.1420 1.4573
N 0.3860 -0.4383 -3.2554
H -1.2049 -1.2094 -2.1706
H -0.6445 0.2935 -1.6303
H 0.7752 -2.3964 -1.2119
H 1.4586 -0.8755 -0.7688
H -0.3238 -0.1827 0.6470
H -1.3694 -1.4446 0.1910
H 0.9685 -1.9572 1.5696
H 1.0000 0.3589 -3.3165
H 0.9226 -1.2226 -3.6115
H 0.7553 -1.2450 4.8635
H 1.2272 -0.0941 5.7439
O 0.7620 -0.9329 5.7698
H -1.0251 5.8468 -1.0299
H -1.7067 5.1877 0.0002
O -1.9227 5.7612 -0.7451
*
```

The LUMO energy comes out at 0.01493 Ha. The SMILES is NCCCO.O.O. The value obtained for the HOMO energy is -9.333 eV. The calculation puts the HOMO-LUMO gap at 9.74 eV.

=====

# 8
# CH3F2N

2 unconnected molecules or ions with the total composition CH3F2N at a distorted geometry (the ωB97M-V functional and the def2-TZVPD basis, the OMol25 dataset).

Structure (ORCA input):
```
! RIJCOSX wB97M-V def2-TZVPD def2/J DEFGRID3
* xyz 0 1
C 0.8525 0.4879 -0.0498
N 0.1292 -0.5643 0.2171
F -2.3863 0.2210 0.0877
F 2.2084 0.4045 0.0005
H 0.4523 1.2794 -0.6364
H 0.4253 -1.5236 0.5276
H -1.6815 -0.3049 -0.1466
*
```

The LUMO energy comes out at 0.01887 Ha. The SMILES is [H]/N=C\F.F. The value obtained for the HOMO energy is -11.538 eV. The calculation puts the HOMO-LUMO gap at 12.05 eV.

=====

# 9
# C6H7ClS

C6H7ClS in the gas phase at a distorted geometry (the ωB97M-V functional and the def2-TZVPD basis, the OMol25 dataset).

Structure (ORCA input):
```
! RIJCOSX wB97M-V def2-TZVPD def2/J DEFGRID3
* xyz 0 1
C 1.1172 -0.5869 -0.9403
C -0.1677 0.2215 -0.8289
C -0.7668 0.8879 -1.9693
C -0.9304 0.1692 0.3339
C -0.5887 -0.4572 1.6110
C 0.5743 -0.2060 2.2076
H 1.1632 -1.3562 -0.2163
H 1.1132 -1.0500 -1.9231
H 2.0142 -0.0089 -0.8084
H -1.8432 1.1404 -1.8730
H -1.3569 -0.8958 2.3006
H 0.8190 -0.5328 3.2177
H 1.3280 0.4413 1.7489
S -0.0714 1.1813 -3.3454
Cl -2.4039 1.0523 0.4851
*
```

The LUMO energy comes out at -0.03017 Ha. The SMILES is C=C/C(Cl)=C(\C)C=S. The value obtained for the HOMO energy is -8.582 eV. The calculation puts the HOMO-LUMO gap at 7.76 eV.

=====

# 10
# C3H8N2O2

2 unconnected molecules or ions with the total composition C3H8N2O2 at a distorted geometry (the ωB97M-V functional and the def2-TZVPD basis, the OMol25 dataset).

Structure (ORCA input):
```
! RIJCOSX wB97M-V def2-TZVPD def2/J DEFGRID3
* xyz 0 1
C 2.6022 -0.1852 -0.2906
C 1.1608 0.1339 -0.0871
N 0.6025 1.2620 -0.1582
H 1.0921 1.9429 -0.7413
H 0.4416 -0.6239 0.3920
H 2.7039 -1.1589 -0.7691
H 3.1228 -0.2327 0.6659
H 3.0796 0.5719 -0.9131
N -1.8449 0.5417 1.3960
C -2.3524 -0.8329 -0.7262
O -2.2221 0.3125 0.0462
O -2.4442 -1.9251 -0.2496
H -2.2372 -0.2931 1.8410
H -0.9159 0.9722 1.2702
H -2.7888 -0.4853 -1.6760
*
```

The LUMO energy comes out at 0.03092 Ha. The SMILES is [H]/N=C\C.NOC=O. The value obtained for the HOMO energy is -9.169 eV. The calculation puts the HOMO-LUMO gap at 10.01 eV.

=====

# 11
# C5H8N2

C5H8N2 in the gas phase at a distorted geometry (the ωB97M-V functional and the def2-TZVPD basis, the OMol25 dataset).

Structure (ORCA input):
```
! RIJCOSX wB97M-V def2-TZVPD def2/J DEFGRID3
* xyz 0 1
C 1.3683 -0.8868 -1.1448
C 0.4653 0.2894 -0.8539
C -0.9994 0.1051 -0.4903
C -1.6310 -1.1705 -0.1830
N -2.1109 -2.1179 0.2768
N -0.0190 0.4253 0.4625
C -0.1637 1.1008 1.7163
H 1.1406 -1.6938 -0.4427
H 1.2326 -1.2532 -2.1675
H 2.4184 -0.6031 -1.0184
H 0.6378 1.1742 -1.4819
H -1.6865 0.8729 -0.8656
H -1.0488 1.7459 1.7054
H 0.7114 1.6821 2.0055
H -0.3151 0.3296 2.4816
*
```

The LUMO energy comes out at 0.03141 Ha. The SMILES is C[C@H]1[C@@H](C#N)N1C. The value obtained for the HOMO energy is -9.024 eV. The calculation puts the HOMO-LUMO gap at 9.88 eV.

=====

# 12
# C9H14O2

2 unconnected molecules or ions with the total composition C9H14O2 at a distorted geometry (the ωB97M-V functional and the def2-TZVPD basis, the OMol25 dataset).

Structure (ORCA input):
```
! RIJCOSX wB97M-V def2-TZVPD def2/J DEFGRID3
* xyz 0 1
C -1.1169 -1.1274 1.3570
C -1.8778 -1.7006 0.1747
O -2.1045 -0.2599 1.8551
H -0.8087 -1.9497 2.0321
H -0.1763 -0.5923 0.9141
H -2.6412 -2.3455 0.5212
H -2.2468 0.4796 1.2021
H -1.3514 -2.2358 -0.6268
H -2.5547 -0.8621 -0.3757
C 2.8384 0.0478 1.0664
C 0.5083 0.0400 -1.9222
C -0.4315 1.0162 -1.5112
C 1.5186 -0.2427 -1.0593
C 1.6904 0.4326 0.1340
C -0.2992 1.7588 -0.3879
C 0.8086 1.4858 0.4624
O -1.4179 1.2651 -2.3641
H 0.2088 -0.6525 -2.7462
H 2.4030 -0.8850 -1.4922
H -1.0247 2.5574 -0.1756
H -2.2015 1.7497 -2.0148
H 3.5688 0.8254 0.7624
H 3.2851 -0.9040 0.7704
H 0.8268 2.0147 1.3212
H 2.5965 0.0842 2.1027
*
```

The LUMO energy comes out at 0.02175 Ha. The SMILES is Cc1ccc(O)cc1.CCO. The value obtained for the HOMO energy is -8.378 eV. The calculation puts the HOMO-LUMO gap at 8.97 eV.